1.
Below is a molecular structure, C50H47N2O5PS2Sc in a non-equilibrium geometry, with properties calculated with wB97M-V/def2-TZVPD.

Molar mass in g mol⁻¹: 896.00
HOMO energy in eV: -9.783
ΔE to the lowest compared entry with this formula, charge and spin in eV: 0.000
Total charge: +1

Element x y z (Å)
Sc (-0.7304, -2.1724, -0.0111)
O (-1.6085, -2.3504, 1.7765)
C (-2.4493, -1.6366, 2.4639)
C (-2.3197, -1.5276, 3.8682)
C (-3.1867, -0.7649, 4.6124)
C (-4.2547, -0.0916, 4.0083)
C (-4.4324, -0.2151, 2.6525)
C (-3.5455, -0.9621, 1.8612)
C (-3.8178, -1.1102, 0.4580)
N (-3.0334, -1.6599, -0.3905)
C (-3.5330, -1.8725, -1.7396)
C (-2.3697, -1.7915, -2.7236)
N (-1.2836, -2.5855, -2.1788)
C (-0.7849, -3.5270, -2.8974)
C (0.1504, -4.5133, -2.4388)
C (0.7760, -5.3396, -3.3889)
C (1.6481, -6.3309, -3.0173)
C (1.8900, -6.5401, -1.6544)
C (1.2753, -5.7654, -0.7003)
C (0.3935, -4.7204, -1.0506)
O (-0.1827, -4.0199, -0.1162)
H (-1.5143, -2.0762, 4.3416)
H (-3.0492, -0.6965, 5.6848)
H (-4.9449, 0.4882, 4.6066)
H (-5.2713, 0.2693, 2.1653)
H (-4.7963, -0.7467, 0.1236)
H (-4.3199, -1.1574, -2.0064)
H (-3.9572, -2.8799, -1.7916)
H (-2.0504, -0.7489, -2.8060)
H (-2.6873, -2.1397, -3.7106)
H (-1.1042, -3.6202, -3.9406)
H (0.5586, -5.1754, -4.4389)
H (2.1304, -6.9530, -3.7584)
H (2.5604, -7.3330, -1.3464)
H (1.4391, -5.9409, 0.3561)
O (1.4217, -2.1575, -1.1540)
S (2.6931, -1.8443, -1.8692)
C (3.9875, -1.7697, -0.5632)
C (3.5769, -0.8448, 0.5742)
C (3.8714, -1.3708, 1.9899)
C (2.9683, -2.5088, 2.4715)
S (1.1709, -2.1480, 2.6636)
O (0.7847, -1.6059, 1.3133)
C (1.2483, -0.6638, 3.6882)
C (2.0365, -0.5834, 4.8285)
C (1.9954, 0.5680, 5.5994)
C (1.1592, 1.6169, 5.2420)
C (0.3618, 1.5198, 4.1110)
C (0.4043, 0.3760, 3.3290)
C (2.5017, -0.0843, -2.2428)
C (3.5673, 0.8944, -2.2458)
C (3.2837, 2.1789, -2.5074)
C (1.9566, 2.6078, -2.9623)
C (0.8112, 1.6004, -2.8585)
C (1.2257, 0.2516, -2.4606)
H (4.9262, -1.4924, -1.0446)
H (4.0609, -2.8136, -0.2514)
H (2.5053, -0.7071, 0.4962)
H (4.0548, 0.1284, 0.4521)
H (3.7844, -0.5358, 2.6867)
H (4.9059, -1.7219, 2.0443)
H (3.2992, -2.8887, 3.4394)
H (2.9527, -3.3480, 1.7719)
H (2.6780, -1.4058, 5.1211)
H (2.6166, 0.6442, 6.4819)
H (1.1240, 2.5111, 5.8506)
H (-0.2986, 2.3350, 3.8443)
H (-0.2058, 0.2890, 2.4385)
H (4.5634, 0.6072, -1.9328)
H (4.0361, 2.9456, -2.3718)
H (1.7167, 3.6542, -2.8242)
H (-1.2972, 1.3555, -2.9948)
H (0.4549, -0.5014, -2.3779)
O (-0.7293, 0.0583, -0.3414)
P (-0.8453, 1.5309, -0.6291)
C (0.3973, 2.4867, 0.2680)
C (0.3131, 3.8682, 0.4484)
C (1.3271, 4.5375, 1.1130)
C (2.4256, 3.8399, 1.6014)
C (2.5057, 2.4661, 1.4316)
C (1.4931, 1.7934, 0.7665)
C (-0.6087, 1.9863, -2.4159)
C (-1.0008, 3.4312, -2.5909)
C (-0.8930, 4.1532, -3.7063)
C (-0.3061, 3.7571, -4.9752)
C (0.6226, 2.8218, -5.1943)
C (1.3499, 1.9957, -4.2200)
C (-2.4586, 2.1818, -0.1329)
C (-2.6262, 2.6022, 1.1846)
C (-3.8527, 3.0868, 1.6092)
C (-4.9178, 3.1435, 0.7218)
C (-4.7617, 2.7038, -0.5859)
C (-3.5347, 2.2249, -1.0160)
H (-0.5434, 4.4260, 0.0941)
H (1.2597, 5.6083, 1.2550)
H (3.2120, 4.3692, 2.1238)
H (3.3540, 1.9213, 1.8278)
H (1.5238, 0.7207, 0.6427)
H (-1.4889, 3.8946, -1.7437)
H (-1.3178, 5.1517, -3.6925)
H (-0.6487, 4.3243, -5.8334)
H (0.9395, 2.6616, -6.2184)
H (1.9598, 1.2261, -4.6764)
H (-1.7890, 2.5543, 1.8702)
H (-3.9776, 3.4163, 2.6323)
H (-5.8741, 3.5286, 1.0515)
H (-5.5955, 2.7462, -1.2749)
H (-3.4119, 1.9007, -2.0434)

Forces on the atoms, in the same order (eV/Å):
-0.7 0.9 -0.3
-0.2 -0.1 0.4
-0.4 0.1 0.2
0.1 -0.1 -0.1
0.0 0.0 0.0
-0.1 0.1 0.1
0.0 0.0 -0.1
0.2 0.0 0.2
0.0 -0.1 -0.2
0.1 0.0 -0.1
0.0 0.0 -0.1
-0.2 0.1 0.1
0.1 -0.1 -0.3
-0.2 0.2 0.1
0.2 -0.1 0.3
-0.1 0.1 0.0
0.1 -0.1 0.0
0.0 0.0 -0.1
-0.1 0.2 0.2
0.2 -0.5 -0.4
0.0 -0.8 0.0
0.0 0.0 0.0
0.0 0.0 0.0
0.0 0.0 0.0
0.0 0.0 0.0
0.0 0.0 0.0
0.0 0.0 0.0
0.0 0.0 0.0
0.1 0.0 0.0
0.1 0.0 0.0
0.0 0.0 0.0
0.0 0.0 0.0
0.0 0.0 0.0
0.0 0.0 0.0
0.0 0.0 0.0
0.0 -0.1 -0.1
0.4 0.3 0.1
-0.4 0.1 -0.2
0.0 -0.1 0.2
-0.1 0.0 -0.2
-0.3 0.2 -0.1
0.8 0.2 0.4
0.5 0.4 0.3
-0.1 -0.1 -0.2
0.0 -0.1 0.0
0.0 0.0 0.0
-0.1 0.1 0.0
0.1 0.0 0.1
-0.1 0.0 -0.1
-0.2 -0.3 0.0
0.3 0.2 0.0
0.1 -0.1 0.0
0.0 0.0 -0.1
0.0 0.0 0.0
0.1 -0.1 -0.1
0.0 -0.1 0.0
0.0 0.0 -0.1
0.1 0.0 0.0
0.0 0.0 0.0
0.0 0.0 0.1
0.0 0.0 0.1
0.0 -0.1 0.0
0.0 0.0 0.0
0.0 0.0 0.0
0.0 0.0 0.0
0.0 0.0 0.0
0.0 0.0 0.0
0.0 0.0 0.0
0.0 0.0 0.0
0.0 0.0 0.0
-0.1 0.0 0.0
0.0 0.0 0.0
0.0 0.0 0.1
0.1 0.0 -0.2
-0.2 0.2 0.0
-0.1 -0.1 -0.1
0.0 0.0 0.0
0.0 0.1 0.0
0.0 -0.1 0.0
0.1 0.1 0.0
-0.1 0.0 -0.1
0.0 -0.1 0.2
0.0 0.0 0.0
0.0 0.0 0.1
0.0 0.0 -0.3
0.0 0.1 0.1
0.0 0.1 0.1
0.2 -0.1 0.0
0.0 0.0 -0.1
0.0 0.0 0.1
0.0 0.0 0.1
0.0 0.0 -0.1
0.0 -0.1 0.0
0.0 0.0 0.0
0.0 0.0 0.0
0.0 0.0 0.0
0.0 0.0 0.0
-0.1 0.1 0.0
0.0 0.1 -0.1
0.0 0.0 0.1
0.0 -0.1 0.0
0.0 0.0 0.0
0.0 0.0 0.0
0.0 0.0 0.1
0.0 0.0 0.0
0.0 0.0 0.0
0.0 0.0 0.0
0.0 0.0 0.0

***

2.
Below is a molecular structure, C50H50AsClIrN3O3SeTe in a non-equilibrium geometry, with properties calculated with wB97M-V/def2-TZVPD.

Molar mass in g mol⁻¹: 1250.12
HOMO energy in eV: -12.899
ΔE to the lowest compared entry with this formula, charge and spin in eV: 0.809
Total charge: +2

Element x y z (Å)
Ir (-1.0389, -0.0881, -0.3491)
C (-3.5957, -3.3729, -2.5852)
N (-4.3833, -2.3111, -1.9547)
C (-5.5920, -1.8451, -2.4171)
C (-5.9948, -0.8738, -1.5681)
N (-5.0285, -0.7639, -0.5929)
C (-5.0961, 0.1522, 0.5394)
C (-4.0449, -1.6444, -0.8416)
Se (-2.5055, -2.0118, 0.1884)
H (-4.1546, -3.7381, -3.4413)
H (-3.4366, -4.1841, -1.8800)
H (-2.6358, -2.9779, -2.9125)
H (-6.0570, -2.2434, -3.3013)
H (-6.8798, -0.2623, -1.5677)
H (-6.1149, 0.1705, 0.9177)
H (-4.8021, 1.1559, 0.2311)
H (-4.4276, -0.2073, 1.3165)
Cl (-4.7799, 2.7832, -5.1305)
C (-3.6112, 1.6573, -4.5511)
C (-3.5396, 1.3938, -3.1920)
C (-2.5918, 0.4844, -2.7604)
C (-1.7186, -0.1462, -3.6306)
C (-1.8220, 0.1201, -4.9944)
C (-2.7619, 1.0248, -5.4536)
C (-0.6635, -1.0856, -3.1508)
O (-0.1095, -1.8707, -3.8778)
O (-0.2888, -1.0172, -1.8737)
H (-4.2104, 1.8956, -2.5088)
H (-2.5734, 0.1866, -1.7036)
H (-1.1578, -0.3893, -5.6804)
H (-2.8469, 1.2462, -6.5086)
C (-2.9683, 5.2058, -2.8595)
C (-1.9351, 4.7163, -3.6452)
C (-1.0466, 3.7802, -3.1318)
C (-1.2081, 3.3399, -1.8256)
C (-2.2465, 3.8214, -1.0340)
C (-3.1257, 4.7601, -1.5531)
As (0.0011, 2.0663, -1.0474)
C (1.5628, 2.0380, -2.1637)
C (1.7043, 1.5130, -3.4404)
C (2.8901, 1.7276, -4.1294)
C (3.9097, 2.4672, -3.5408)
C (3.7670, 2.9824, -2.2612)
C (2.5888, 2.7690, -1.5551)
C (2.2916, 3.2875, -0.1998)
C (3.1599, 4.0197, 0.5991)
C (2.7445, 4.4616, 1.8467)
C (1.4671, 4.1785, 2.3143)
C (0.5857, 3.4517, 1.5246)
C (1.0067, 3.0195, 0.2788)
H (-3.6478, 5.9451, -3.2619)
H (-1.8148, 5.0664, -4.6620)
H (-0.2385, 3.4086, -3.7491)
H (-2.3692, 3.4793, -0.0111)
H (-3.9266, 5.1493, -0.9382)
H (0.9068, 0.9495, -3.9083)
H (3.0134, 1.3323, -5.1288)
H (4.8241, 2.6489, -4.0905)
H (4.5704, 3.5595, -1.8217)
H (4.1595, 4.2495, 0.2550)
H (3.4231, 5.0378, 2.4620)
H (1.1532, 4.5388, 3.2847)
H (-0.4147, 3.2426, 1.8849)
C (-0.7659, -2.0726, 2.9495)
C (0.1448, -1.8858, 1.7790)
O (1.1385, -2.7564, 1.7006)
N (0.1960, -0.9373, 0.9108)
Te (2.1149, -2.1302, 0.0069)
C (3.4825, -3.7091, 0.2386)
C (4.4175, -3.8297, 1.2761)
C (4.3690, -3.0106, 2.5363)
C (5.4203, -4.7816, 1.1454)
C (5.5197, -5.6056, 0.0308)
C (6.6263, -6.6115, -0.0962)
C (4.5514, -5.4930, -0.9606)
C (3.5256, -4.5627, -0.8803)
C (2.5127, -4.5255, -2.0030)
C (3.4307, -0.5827, 0.5885)
C (3.4249, 0.1436, 1.7850)
C (2.4284, -0.0104, 2.9023)
C (4.4510, 1.0618, 1.9814)
C (5.4689, 1.2596, 1.0596)
C (6.5998, 2.2058, 1.3451)
C (5.4306, 0.5332, -0.1217)
C (4.4196, -0.3805, -0.3858)
C (4.4698, -1.1482, -1.6835)
H (-0.1535, -2.2499, 3.8337)
H (-1.3869, -2.9577, 2.8096)
H (-1.3971, -1.2021, 3.0987)
H (3.3440, -2.8532, 2.8676)
H (4.8449, -2.0375, 2.4020)
H (4.8983, -3.5280, 3.3344)
H (6.1419, -4.8893, 1.9470)
H (7.2889, -6.5867, 0.7663)
H (7.2204, -6.4162, -0.9900)
H (6.2233, -7.6206, -0.1894)
H (4.5887, -6.1578, -1.8163)
H (2.5115, -5.4812, -2.5235)
H (2.7393, -3.7536, -2.7438)
H (1.4924, -4.3516, -1.6582)
H (2.0655, -1.0289, 3.0024)
H (1.5749, 0.6539, 2.7546)
H (2.8979, 0.2570, 3.8476)
H (4.4622, 1.6248, 2.9082)
H (6.3259, 2.9369, 2.1049)
H (6.9146, 2.7359, 0.4452)
H (7.4688, 1.6572, 1.7132)
H (6.2113, 0.6712, -0.8616)
H (5.1933, -0.6949, -2.3580)
H (3.5119, -1.1446, -2.2161)
H (4.7722, -2.1865, -1.5226)

Forces on the atoms, in the same order (eV/Å):
-1.5 0.2 -0.6
0.0 0.0 0.0
0.0 0.0 0.0
0.0 0.0 0.0
0.0 0.0 0.0
0.0 0.0 0.0
0.0 0.0 0.0
0.0 -0.1 0.0
-0.2 -0.1 0.2
0.0 0.0 0.0
0.0 0.0 0.0
0.0 0.0 0.0
0.0 0.0 0.0
0.0 0.0 0.0
0.0 0.0 0.0
0.0 0.0 0.0
0.0 0.0 0.0
0.0 0.0 0.0
0.0 0.0 0.0
-0.1 -0.1 0.1
0.4 0.0 -0.1
-0.1 0.1 0.0
0.0 0.0 0.0
0.0 0.0 0.0
0.1 0.0 0.1
-0.1 0.1 -0.1
0.4 -0.2 -0.2
0.0 0.0 0.0
-0.3 0.1 0.4
0.0 0.0 0.0
0.0 0.0 0.0
0.0 0.0 0.0
0.0 0.0 0.0
0.0 0.0 0.0
0.0 0.0 0.1
0.0 0.0 0.0
0.0 0.0 0.0
0.7 -0.5 0.5
-0.1 0.1 -0.1
0.0 0.0 0.1
0.0 0.0 0.0
0.0 0.0 0.0
0.0 -0.1 0.1
0.0 0.0 0.0
0.0 0.0 0.0
0.0 0.0 0.0
0.0 0.0 0.0
0.0 0.0 0.0
0.0 0.0 0.0
-0.1 0.0 0.0
0.0 0.0 0.0
0.0 0.0 0.0
0.0 0.0 0.0
0.0 0.0 0.0
0.0 0.0 0.0
0.0 0.0 0.0
0.0 0.0 0.0
0.0 0.0 0.0
0.0 0.0 0.0
0.0 0.0 0.0
0.0 0.0 0.0
0.0 0.0 0.0
0.0 0.0 0.0
-0.1 -0.1 -0.1
-0.4 0.5 0.1
0.3 0.1 0.0
0.6 -0.2 -0.5
0.0 0.0 0.3
0.0 -0.1 -0.1
0.0 0.0 0.0
0.0 0.0 0.0
0.0 0.0 0.0
0.0 0.0 0.0
0.0 0.0 0.0
0.0 0.0 0.0
0.0 -0.1 0.0
0.0 0.0 0.0
-0.1 0.0 0.0
0.0 0.0 0.0
0.0 0.0 0.0
0.0 0.0 0.0
0.0 0.1 0.0
0.0 0.0 0.0
0.0 0.0 -0.1
0.1 0.0 0.0
0.0 0.0 0.0
0.0 0.0 0.0
0.0 0.0 0.0
0.0 0.0 0.0
0.0 0.0 0.0
0.0 0.0 0.0
0.0 0.0 0.0
0.0 0.0 0.0
0.0 0.0 0.0
0.0 0.0 0.0
0.0 0.0 0.0
0.0 0.0 0.0
0.0 0.0 0.0
0.0 0.0 0.0
0.0 0.0 0.0
0.1 0.0 0.0
0.0 0.0 0.0
0.0 0.0 0.0
0.0 0.0 0.0
0.0 0.0 0.0
0.0 0.0 0.0
0.0 0.0 0.0
0.0 0.0 0.0
0.0 0.0 0.0
0.0 0.0 0.0
0.0 0.0 0.0